# 1
Below is one molecule with the formula C12H8FNO2, with properties calculated with ωB97M-V/def2-TZVPD.

Output
E: -20872.2377 eV
orbital gap: 8.35 eV
SMILES: O=Nc1ccc(Oc2ccc(F)cc2)cc1
lowest unoccupied orbital energy: -0.52 eV

Structure (ORCA input):
```
! wB97M-V def2-TZVPD RIJCOSX def2/J DEFGRID3
* xyz 0 1
O 0.733 -2.510 -4.977
N 1.612 -2.503 -4.170
C 1.393 -1.796 -2.963
C 2.278 -1.998 -1.873
C 2.157 -1.423 -0.601
C 1.019 -0.565 -0.378
O 0.883 -0.006 0.878
C -0.250 0.699 1.388
C -0.769 0.102 2.555
C -1.713 0.884 3.235
C -2.175 2.141 2.760
F -3.169 2.819 3.352
C -1.528 2.695 1.585
C -0.629 1.915 0.846
C 0.074 -0.327 -1.427
C 0.284 -0.993 -2.645
H 3.075 -2.677 -2.023
H 2.700 -1.717 0.296
H -0.450 -0.831 3.025
H -2.077 0.378 4.177
H -1.905 3.734 1.448
H -0.152 2.462 0.144
H -0.840 0.205 -1.363
H -0.549 -0.686 -3.267
*
```

Atom charges from the Löwdin analysis, given in e for atoms 1 to 8:
1 O 0.003
2 N -0.036
3 C -0.248
4 C -0.014
5 C 0.018
6 C -0.197
7 O -0.003
8 C -0.220


# 2
Below is C12H8N2O4SeTm as an isolated structure, with properties calculated with ωB97M-V/def2-TZVPD.

Output
E: -118588.8840 eV
⟨S²⟩: 2.003
orbital gap (spin up / spin down): 5.06 / 5.09 eV
relative energy (zero: lowest compared OMol25 entry of this formula, charge and spin): 0.000 eV
lowest unoccupied orbital energy (spin up / spin down): -13.33 / -13.30 eV

Structure (ORCA input):
```
! wB97M-V def2-TZVPD RIJCOSX def2/J DEFGRID3
* xyz 3 3
O -0.716 3.021 -0.301
C -0.774 1.885 -0.092
Tm -0.788 -0.469 0.263
O 2.042 0.851 2.045
C 1.117 0.424 1.506
C 0.727 0.247 -1.365
O 1.439 0.518 -2.235
C 1.149 -1.832 0.037
O 2.058 -2.496 -0.231
C -2.458 -2.053 1.369
N -3.488 -1.759 0.355
C -3.324 -1.579 -0.996
Se -1.746 -1.834 -1.974
N -4.566 -1.307 -1.475
C -5.530 -1.346 -0.468
C -6.917 -1.387 -0.520
C -7.577 -1.755 0.657
C -6.870 -2.094 1.826
C -5.471 -2.045 1.866
C -4.843 -1.635 0.695
H -2.846 -2.758 2.112
H -2.195 -1.123 1.946
H -1.574 -2.548 0.908
H -4.724 -1.114 -2.454
H -7.437 -1.149 -1.447
H -8.660 -1.805 0.688
H -7.420 -2.403 2.713
H -4.867 -2.340 2.728
*
```

Atom charges from the Löwdin analysis, given in e for atoms 1 to 8:
1 O 0.265
2 C 0.001
3 Tm 1.001
4 O 0.268
5 C 0.007
6 C -0.149
7 O 0.271
8 C -0.055


# 3
Below is C12H9AsIN2O6PdS as an isolated structure, with properties calculated with ωB97M-V/def2-TZVPD.

Output
E: -111105.6568 eV
orbital gap (spin up / spin down): 5.78 / 5.83 eV
relative energy (zero: lowest compared OMol25 entry of this formula, charge and spin): 6.535 eV
lowest unoccupied orbital energy (spin up / spin down): 1.73 / 1.69 eV

Structure (ORCA input):
```
! wB97M-V def2-TZVPD RIJCOSX def2/J DEFGRID3
* xyz -1 1
Pd -1.405 0.878 0.080
O -1.723 -0.651 3.974
As -0.807 0.651 3.051
O -0.223 1.525 4.281
O -2.039 1.213 2.065
C 0.227 -0.701 2.107
C -0.098 -2.194 2.177
C 1.027 -3.094 1.818
C 2.002 -2.677 0.946
C 2.039 -1.369 0.480
C 1.074 -0.433 0.940
S 1.441 1.319 0.602
O 2.848 1.459 0.877
O 1.101 1.526 -0.808
O 0.553 2.054 1.498
H -2.285 -0.164 4.586
H -0.690 -2.506 3.030
H 0.974 -4.124 2.145
H 2.768 -3.374 0.626
H 2.779 -1.010 -0.221
N -0.950 -2.029 0.965
C -0.517 -0.801 0.676
I -2.658 3.016 -0.922
C -1.601 1.864 -2.404
C -1.166 2.449 -3.570
C -0.346 1.684 -4.389
C 0.084 0.448 -3.929
C -0.377 -0.022 -2.717
N -1.272 0.646 -1.981
H -1.457 3.458 -3.820
H -0.043 2.063 -5.356
H 0.785 -0.139 -4.505
H -0.044 -0.964 -2.304
*
```

Atom charges from the Löwdin analysis, given in e for atoms 1 to 8:
1 Pd 0.649
2 O -0.296
3 As 0.866
4 O -0.477
5 O -0.565
6 C -0.250
7 C -0.306
8 C -0.022


# 4
Below is one molecule with the formula C12H9N, with properties calculated with ωB97M-V/def2-TZVPD.

Output
E: -14072.9904 eV
orbital gap (spin up / spin down): 7.42 / 8.89 eV
relative energy (zero: lowest compared OMol25 entry of this formula, charge and spin): 7.464 eV
lowest unoccupied orbital energy (spin up / spin down): -1.06 / -0.34 eV

Structure (ORCA input):
```
! wB97M-V def2-TZVPD RIJCOSX def2/J DEFGRID3
* xyz 0 1
C -3.230 0.772 0.078
C 0.396 -2.688 -0.102
C -0.974 -2.635 0.059
C 1.095 -1.510 -0.252
C -1.574 -1.398 0.064
C 1.695 0.770 -0.409
C 0.530 -0.219 -0.261
C -0.885 -0.186 -0.097
C -1.831 0.971 -0.063
C 2.360 1.526 0.753
C -1.407 2.216 -0.173
C 2.067 2.199 -0.503
N -4.371 0.748 0.196
H 0.922 -3.631 -0.115
H -1.566 -3.529 0.175
H 2.166 -1.602 -0.365
H -2.647 -1.346 0.193
H 2.464 0.212 -0.944
H 1.772 1.807 1.623
H 3.377 1.256 1.008
H -1.867 3.180 -0.153
H 1.509 3.089 -0.713
*
```

Atom charges from the Löwdin analysis, given in e for atoms 1 to 8:
1 C -0.226
2 C -0.075
3 C -0.072
4 C -0.055
5 C -0.046
6 C -0.237
7 C -0.076
8 C -0.120


# 5
Below is C12H9N7PdS as an isolated structure, with properties calculated with ωB97M-V/def2-TZVPD.

Output
E: -37335.3427 eV
orbital gap: 6.66 eV
relative energy (zero: lowest compared OMol25 entry of this formula, charge and spin): 0.000 eV
lowest unoccupied orbital energy: -1.38 eV

Structure (ORCA input):
```
! wB97M-V def2-TZVPD RIJCOSX def2/J DEFGRID3
* xyz 0 1
Pd 0.876 0.212 0.593
C 3.148 -1.389 -2.585
C 2.254 -1.108 -1.427
N 1.938 0.083 -1.040
N 2.430 1.175 -1.681
C 1.993 2.296 -1.149
N 2.418 3.440 -1.709
S 0.878 2.438 0.190
C 1.664 -2.207 -0.635
C 1.898 -3.544 -0.899
C 1.274 -4.504 -0.113
C 0.426 -4.109 0.903
C 0.241 -2.752 1.122
N 0.849 -1.835 0.379
H 3.434 -0.461 -3.068
H 2.639 -2.030 -3.308
H 4.049 -1.909 -2.253
H 3.081 3.404 -2.463
H 2.194 4.321 -1.284
H 2.560 -3.832 -1.704
H 1.452 -5.555 -0.300
H -0.079 -4.825 1.534
H -0.396 -2.382 1.914
N -0.170 0.222 2.327
C -0.081 -0.103 3.443
C -0.061 -0.495 4.758
C -0.439 -1.831 5.040
N -0.742 -2.920 5.270
C 0.403 0.390 5.763
N 0.783 1.107 6.581
*
```

Atom charges from the Löwdin analysis, given in e for atoms 1 to 8:
1 Pd 0.724
2 C -0.017
3 C -0.248
4 N -0.153
5 N 0.000
6 C -0.841
7 N 0.087
8 S 0.595


# 6
Below is a 12-piece molecular cluster, C132H84Br6O18 overall, with properties calculated with ωB97M-V/def2-TZVPD.

Output
E: -595360.2481 eV
orbital gap: 8.22 eV
SMILES: O=C1c2ccccc2C(=O)c2ccccc21.O=C1c2ccccc2C(=O)c2ccccc21.O=C1c2ccccc2C(=O)c2ccccc21.O=C1c2ccccc2C(=O)c2ccccc21.O=C1c2ccccc2C(=O)c2ccccc21.O=C1c2ccccc2C(=O)c2ccccc21.O=C1c2ccccc2C(=O)c2ccccc21.O=C1c2ccccc2C(=O)c2ccccc21.O=C1c2ccccc2C(=O)c2ccccc21.BrCCBr.BrCCBr.BrCCBr
lowest unoccupied orbital energy: -1.33 eV

Structure (ORCA input):
```
! wB97M-V def2-TZVPD RIJCOSX def2/J DEFGRID3
* xyz 0 1
O -2.381 -1.313 7.911
C -1.353 -1.937 8.158
C -0.414 -2.167 7.100
C -0.701 -1.755 5.772
C 0.189 -1.968 4.778
C 1.378 -2.739 5.059
C 1.588 -3.276 6.281
C 0.715 -2.931 7.317
C 1.050 -3.351 8.710
O 2.153 -3.876 8.976
C 0.014 -3.261 9.733
C 0.255 -3.832 10.947
C -0.738 -3.760 11.895
C -1.911 -3.074 11.609
C -2.114 -2.483 10.416
C -1.124 -2.586 9.443
H -1.678 -1.334 5.623
H 0.034 -1.730 3.740
H 2.080 -2.964 4.269
H 2.422 -3.933 6.467
H 1.227 -4.275 11.148
H -0.603 -4.177 12.886
H -2.642 -2.981 12.390
H -2.977 -1.903 10.174
O -3.496 -0.366 -7.351
C -4.610 -0.841 -7.401
C -5.093 -1.567 -8.594
C -4.210 -1.848 -9.626
C -4.674 -2.593 -10.685
C -5.980 -3.062 -10.776
C -6.827 -2.842 -9.720
C -6.352 -2.120 -8.606
C -7.335 -1.911 -7.435
O -8.423 -2.398 -7.486
C -6.823 -1.184 -6.238
C -7.648 -1.033 -5.187
C -7.132 -0.410 -4.005
C -5.829 0.015 -3.954
C -5.004 -0.088 -5.042
C -5.493 -0.671 -6.204
H -3.227 -1.418 -9.487
H -4.045 -2.849 -11.534
H -6.336 -3.460 -11.724
H -7.887 -3.077 -9.764
H -8.666 -1.380 -5.215
H -7.718 -0.288 -3.095
H -5.422 0.365 -3.021
H -3.955 0.212 -5.090
O 0.331 6.792 -3.157
C 0.349 7.969 -2.936
C 0.920 8.510 -1.651
C 1.437 7.606 -0.715
C 2.007 8.087 0.444
C 2.123 9.468 0.594
C 1.727 10.373 -0.352
C 1.119 9.886 -1.466
C 0.678 10.885 -2.533
O 0.759 12.108 -2.331
C -0.002 10.361 -3.672
C -0.511 11.270 -4.630
C -1.184 10.762 -5.716
C -1.166 9.394 -5.980
C -0.671 8.475 -5.014
C -0.180 8.975 -3.867
H 1.305 6.547 -0.921
H 2.262 7.446 1.284
H 2.471 9.876 1.534
H 1.831 11.445 -0.242
H -0.265 12.314 -4.507
H -1.599 11.375 -6.496
H -1.604 9.001 -6.894
H -0.798 7.411 -5.193
O -7.231 -9.925 2.132
C -6.060 -9.959 2.456
C -5.268 -8.674 2.596
C -5.834 -7.455 2.338
C -5.087 -6.276 2.470
C -3.867 -6.374 3.132
C -3.329 -7.570 3.524
C -3.992 -8.716 3.157
C -3.368 -9.993 3.527
O -2.242 -10.029 3.995
C -4.107 -11.264 3.220
C -3.449 -12.501 3.222
C -4.175 -13.691 2.955
C -5.496 -13.594 2.519
C -6.082 -12.364 2.272
C -5.401 -11.228 2.678
H -6.868 -7.531 2.024
H -5.371 -5.259 2.235
H -3.268 -5.464 3.124
H -2.350 -7.565 3.975
H -2.400 -12.614 3.510
H -3.738 -14.702 3.044
H -5.996 -14.533 2.291
H -7.038 -12.214 1.794
O 4.871 4.621 -2.681
C 4.124 4.738 -3.672
C 3.564 3.509 -4.307
C 3.628 2.327 -3.634
C 2.937 1.245 -4.082
C 2.185 1.294 -5.253
C 2.135 2.467 -5.967
C 2.671 3.572 -5.391
C 2.707 4.866 -6.148
O 2.133 4.982 -7.218
C 3.190 6.085 -5.444
C 2.953 7.320 -6.006
C 3.265 8.479 -5.295
C 3.924 8.405 -4.102
C 4.259 7.152 -3.535
C 3.869 6.041 -4.227
H 4.095 2.235 -2.655
H 2.850 0.427 -3.378
H 1.549 0.485 -5.571
H 1.538 2.648 -6.855
H 2.422 7.351 -6.955
H 3.012 9.452 -5.697
H 4.206 9.333 -3.629
H 4.816 7.093 -2.601
O 2.681 0.419 3.659
C 3.615 0.992 4.252
C 4.543 1.901 3.452
C 4.286 2.092 2.119
C 5.106 2.977 1.392
C 6.112 3.666 2.093
C 6.432 3.437 3.377
C 5.609 2.552 4.044
C 5.899 2.261 5.466
O 6.957 2.681 5.960
C 4.902 1.523 6.308
C 5.089 1.384 7.679
C 4.186 0.628 8.400
C 3.091 0.009 7.779
C 2.922 0.093 6.415
C 3.870 0.805 5.705
H 3.410 1.612 1.676
H 4.937 3.276 0.359
H 6.720 4.394 1.577
H 7.253 3.812 3.946
H 5.986 1.721 8.185
H 4.387 0.361 9.423
H 2.445 -0.581 8.419
H 2.060 -0.238 5.843
O 8.295 -4.093 -0.715
C 7.522 -3.187 -0.770
C 6.755 -2.749 0.442
C 6.923 -3.510 1.601
C 6.164 -3.144 2.682
C 5.211 -2.115 2.583
C 4.941 -1.517 1.358
C 5.826 -1.752 0.330
C 5.689 -0.994 -0.922
O 5.016 0.019 -0.981
C 6.307 -1.482 -2.213
C 5.975 -0.901 -3.380
C 6.513 -1.422 -4.525
C 7.336 -2.565 -4.458
C 7.618 -3.154 -3.256
C 7.174 -2.558 -2.102
H 7.609 -4.357 1.659
H 6.260 -3.703 3.600
H 4.568 -1.950 3.452
H 4.099 -0.873 1.168
H 5.387 0.006 -3.354
H 6.380 -0.857 -5.437
H 7.830 -2.881 -5.374
H 8.271 -4.005 -3.193
O 1.894 -0.587 0.174
C 0.784 -0.304 -0.185
C -0.368 -1.210 0.140
C -0.176 -2.191 1.108
C -1.216 -2.951 1.462
C -2.461 -2.789 0.790
C -2.646 -1.836 -0.170
C -1.557 -1.050 -0.529
C -1.757 0.062 -1.495
O -2.841 0.120 -2.030
C -0.725 1.086 -1.625
C -0.945 2.210 -2.469
C 0.002 3.202 -2.445
C 1.221 3.072 -1.731
C 1.475 1.897 -1.072
C 0.479 0.901 -1.014
H 0.831 -2.239 1.481
H -1.133 -3.722 2.238
H -3.263 -3.413 1.161
H -3.630 -1.620 -0.557
H -1.921 2.308 -2.932
H -0.081 4.111 -3.028
H 1.969 3.830 -1.929
H 2.466 1.695 -0.668
O -1.965 -0.158 2.933
C -2.314 0.829 2.312
C -1.394 1.974 2.176
C -0.158 1.885 2.801
C 0.702 2.935 2.733
C 0.381 4.020 1.956
C -0.816 4.073 1.209
C -1.691 3.034 1.378
C -2.994 3.136 0.714
O -3.220 4.093 -0.017
C -3.977 2.092 0.966
C -5.254 2.263 0.448
C -6.199 1.266 0.596
C -5.870 0.118 1.325
C -4.577 -0.054 1.892
C -3.645 0.947 1.710
H -0.060 1.023 3.451
H 1.579 2.931 3.352
H 1.077 4.854 1.864
H -0.938 4.894 0.522
H -5.553 3.122 -0.131
H -7.164 1.410 0.124
H -6.590 -0.696 1.446
H -4.298 -0.940 2.453
Br -2.893 5.067 -3.744
C -4.025 6.564 -4.392
C -4.351 7.408 -3.208
Br -5.664 8.786 -3.765
H -4.791 5.958 -4.873
H -3.378 7.070 -5.093
H -3.566 8.011 -2.785
H -4.908 6.889 -2.433
Br -0.570 -10.139 0.232
C -0.837 -8.337 1.048
C 0.297 -8.084 1.986
Br 0.182 -6.178 2.512
H -1.757 -8.387 1.634
H -0.930 -7.708 0.180
H 1.294 -8.283 1.612
H 0.222 -8.539 2.973
Br 2.665 -4.652 0.302
C 1.883 -3.753 -1.241
C 2.987 -3.391 -2.158
Br 2.221 -2.284 -3.577
H 1.414 -2.844 -0.884
H 1.165 -4.478 -1.612
H 3.492 -4.227 -2.619
H 3.709 -2.686 -1.745
*
```

Atom charges from the Löwdin analysis, given in e for atoms 1 to 8:
1 O 0.106
2 C -0.289
3 C -0.086
4 C 0.015
5 C -0.039
6 C -0.050
7 C -0.014
8 C -0.084


# 7
Below is C13H10BrI as an isolated structure, with properties calculated with ωB97M-V/def2-TZVPD.

Output
E: -91781.6062 eV
orbital gap (spin up / spin down): 7.30 / 7.66 eV
relative energy (zero: lowest compared OMol25 entry of this formula, charge and spin): 3.132 eV
lowest unoccupied orbital energy (spin up / spin down): -0.67 / 0.16 eV

Structure (ORCA input):
```
! wB97M-V def2-TZVPD RIJCOSX def2/J DEFGRID3
* xyz 0 1
C -0.040 -3.029 0.896
C -1.391 1.719 -2.680
C -0.701 -2.297 1.828
C 1.083 -2.627 0.210
C -2.049 1.768 -1.467
C -0.041 1.477 -2.743
C -0.250 -1.024 2.208
C 1.576 -1.331 0.579
C -1.330 1.646 -0.278
C 0.719 1.409 -1.587
C 0.905 -0.501 1.530
C -0.016 1.490 -0.478
C 1.327 0.877 1.674
Br 0.489 1.929 2.947
I 3.279 1.515 1.232
H -0.263 -4.078 0.628
H -1.849 1.918 -3.587
H -1.549 -2.617 2.475
H 1.519 -3.268 -0.510
H -3.101 2.084 -1.252
H 0.364 1.364 -3.650
H -0.784 -0.514 2.976
H 2.304 -0.882 0.015
H -1.897 1.881 0.717
H 1.697 1.089 -1.682
*
```

Atom charges from the Löwdin analysis, given in e for atoms 1 to 8:
1 C -0.132
2 C -0.086
3 C -0.092
4 C -0.049
5 C -0.085
6 C -0.068
7 C -0.063
8 C -0.059


# 8
Below is C13H10ClNO5SSn as an isolated structure, with properties calculated with ωB97M-V/def2-TZVPD.

Output
E: -54559.1926 eV
orbital gap: 5.74 eV
relative energy (zero: lowest compared OMol25 entry of this formula, charge and spin): 0.666 eV
lowest unoccupied orbital energy: -1.99 eV

Structure (ORCA input):
```
! wB97M-V def2-TZVPD RIJCOSX def2/J DEFGRID3
* xyz 0 1
Sn -2.001 -2.002 1.392
Cl 5.154 -0.231 2.599
C 3.446 -0.487 2.548
C 2.621 0.172 3.471
C 1.260 -0.011 3.459
C 0.657 -0.863 2.522
O -0.657 -0.984 2.543
C 1.495 -1.527 1.587
C 1.009 -2.419 0.581
O -0.176 -2.724 0.350
C 2.892 -1.322 1.620
H 3.072 0.835 4.197
H 0.623 0.503 4.166
H 1.765 -2.888 -0.059
H 3.520 -1.827 0.897
N -2.802 0.152 0.818
C -2.168 0.533 -0.446
C -0.800 0.368 -0.570
C -0.180 0.665 -1.775
C -0.926 1.121 -2.849
C -2.298 1.295 -2.711
C -2.924 1.012 -1.507
S -0.092 1.520 -4.401
O -1.091 1.216 -5.406
O 1.064 0.642 -4.381
O 0.208 2.930 -4.231
H -2.703 0.879 1.523
H -3.798 0.026 0.648
H -0.191 0.094 0.284
H 0.887 0.540 -1.905
H -2.865 1.643 -3.565
H -3.997 1.139 -1.401
*
```

Atom charges from the Löwdin analysis, given in e for atoms 1 to 8:
1 Sn 1.424
2 Cl 0.699
3 C -0.660
4 C -0.057
5 C 0.015
6 C -0.331
7 O -0.314
8 C -0.137


Look up the E of the seventh one.
-91781.6062 eV


Which of these has the lowest E?
C132H84Br6O18